[1]
A structure of composition C35H57N3OP2RbS5. Source: the OMol25 dataset; level of theory: ωB97M-V/def2-TZVPD.

Each line ends with the Mulliken charge.
Geometry (Å):
Rb 0.129843 -0.039301 0.043211  0.721
C 0.778769 1.835328 3.913760  -1.350
C -0.694287 2.197102 3.716596  0.245
C -0.804151 3.626928 3.183990  -1.398
P -1.477821 1.019370 2.515091  0.901
C -3.253299 1.613079 2.541653  0.258
C -4.262609 0.466918 2.589565  -1.474
C -3.517131 2.476610 1.304708  -1.383
C -1.497504 -0.549789 3.447450  0.860
C -1.256972 -0.645728 4.818208  -0.182
C -1.188450 -1.862203 5.477389  -0.965
C -1.348336 -3.026904 4.724434  -0.779
C -1.599973 -2.965609 3.370433  -0.307
C -1.721468 -1.728718 2.681676  -0.817
N -1.981099 -1.645632 1.340743  0.997
C -2.839677 -2.553410 0.774170  -1.914
C -3.966521 -3.049411 1.490494  0.141
C -4.903262 -3.876270 0.914340  -0.791
C -4.784489 -4.272602 -0.419161  -1.223
C -3.698129 -3.807877 -1.136669  -0.190
C -2.720702 -2.966811 -0.588137  0.705
P -1.295355 -2.344817 -1.549728  0.482
C -0.309339 -3.829719 -2.104123  0.629
C -1.022939 -5.170162 -2.250641  -1.661
C 0.878875 -3.979939 -1.145106  -1.407
C -1.986149 -1.658528 -3.130784  1.541
C -2.950172 -0.522733 -2.789477  -1.529
C -2.588485 -2.589008 -4.179804  -1.689
H 1.244275 2.495657 4.652269  0.516
H 1.322930 1.961821 2.972853  -0.044
H 0.923863 0.803757 4.233395  0.364
H -1.217676 2.148001 4.676513  0.438
H -0.427012 3.683394 2.157210  0.059
H -0.207450 4.308695 3.797954  0.457
H -1.831674 3.993208 3.182663  0.332
H -3.371573 2.221502 3.445793  0.459
H -4.121923 -0.211945 1.746141  0.163
H -5.280076 0.868072 2.542641  0.570
H -4.166933 -0.121347 3.503049  0.289
H -3.453143 1.861259 0.403178  0.205
H -2.800206 3.291833 1.191969  0.306
H -4.521409 2.910027 1.341537  0.435
H -1.117789 0.259729 5.397725  0.234
H -1.003316 -1.903688 6.542901  0.414
H -1.265596 -3.995704 5.205641  0.362
H -1.717172 -3.879155 2.799857  0.476
H -4.092850 -2.738924 2.520424  0.419
H -5.749526 -4.209876 1.505845  0.361
H -5.516533 -4.922872 -0.880435  0.419
H -3.594809 -4.118652 -2.167267  0.279
H 0.080794 -3.523146 -3.081721  0.427
H -1.509070 -5.458645 -1.316547  0.300
H -0.298703 -5.949607 -2.508858  0.481
H -1.786259 -5.157900 -3.028875  0.287
H 0.531061 -4.168240 -0.124253  0.254
H 1.489729 -3.074572 -1.122889  0.156
H 1.519774 -4.816567 -1.440345  0.493
H -1.092876 -1.194997 -3.562795  -0.689
H -3.831462 -0.899695 -2.262981  0.296
H -3.282771 -0.018868 -3.701097  0.506
H -2.476595 0.230399 -2.154890  0.232
H -3.561201 -2.977177 -3.872550  0.304
H -1.935812 -3.431833 -4.412896  0.334
H -2.743168 -2.035016 -5.111365  0.467
C 4.572965 -1.688192 1.406061  -1.445
C 3.499443 -0.879973 0.734926  0.791
C 3.752793 -0.363928 -0.660944  -0.122
O 2.453907 -0.638550 1.307717  -0.396
H 5.464577 -1.065679 1.524771  0.353
H 4.854681 -2.527980 0.765708  0.385
H 4.231822 -2.044055 2.374518  0.316
H 4.715635 -0.683428 -1.057612  0.414
H 3.687014 0.727635 -0.654655  -0.178
H 2.956999 -0.689650 -1.336350  -0.092
C 3.325872 3.608603 -4.645700  -0.854
S 4.143222 2.101288 -4.073357  -0.142
C 3.144738 0.908197 -4.870028  0.279
C 1.905917 0.514010 -4.472446  -0.586
S 0.956652 1.003519 -3.122084  -0.065
S 1.204258 -0.688661 -5.539917  0.034
C 2.473737 -0.856836 -6.692343  -0.002
S 2.418535 -1.875298 -7.997981  -0.302
S 3.775691 0.193327 -6.336563  -0.154
H 3.852435 4.457977 -4.207433  0.330
H 2.289475 3.606841 -4.308310  0.202
H 3.369323 3.680668 -5.731156  0.391
C 4.591149 3.326772 0.673621  -1.751
C 3.212625 3.900346 0.365162  1.666
C 3.275800 4.683895 -0.940559  -1.694
C 2.743991 4.794709 1.515929  -1.573
N 2.317829 2.740398 0.192696  0.805
N 1.038711 2.996199 -0.361017  -0.442
H 5.303270 4.121402 0.910502  0.478
H 4.961228 2.759857 -0.183107  0.324
H 4.538592 2.652134 1.535351  0.342
H 4.120264 5.376083 -0.907400  0.503
H 2.371792 5.268221 -1.120286  0.334
H 3.419186 4.002893 -1.785028  0.192
H 3.381428 5.677103 1.620860  0.462
H 2.762739 4.246735 2.462401  0.325
H 1.719597 5.141291 1.348890  0.312
H 2.167303 2.281257 1.084215  -0.424
H 1.108850 2.958516 -1.373461  0.035
H 0.658946 3.893260 -0.069665  0.167

Cartesian forces, eV/Å:
0.200 0.343 -0.404
0.028 0.003 -0.024
0.003 0.047 0.036
0.030 0.040 0.001
-0.302 0.086 0.310
-0.047 -0.034 -0.018
-0.013 -0.008 0.020
-0.008 0.001 -0.017
0.087 0.009 0.009
0.006 0.040 -0.028
-0.032 -0.035 -0.106
0.017 0.026 -0.033
-0.024 0.071 0.069
-0.096 -0.082 -0.178
-0.058 -0.210 0.156
0.120 0.134 0.033
-0.009 -0.031 -0.069
0.011 0.015 -0.024
0.051 0.053 0.076
0.073 0.043 -0.033
-0.037 -0.023 0.053
-0.278 -0.212 -0.092
0.039 -0.074 0.043
-0.005 -0.038 -0.028
-0.019 -0.008 0.028
-0.068 -0.030 -0.059
-0.038 0.012 0.023
-0.019 0.013 -0.067
-0.016 -0.001 -0.012
-0.026 -0.002 0.016
-0.037 0.005 0.004
0.017 0.026 0.041
0.008 -0.013 0.029
-0.018 -0.007 -0.003
0.004 -0.025 -0.002
-0.033 0.031 0.009
0.006 0.031 0.006
0.018 -0.010 0.005
0.016 0.021 -0.009
0.004 -0.007 0.022
0.007 -0.016 0.031
0.015 -0.010 0.009
0.007 -0.013 0.002
0.006 -0.007 0.001
-0.007 -0.003 -0.007
-0.008 0.003 0.015
0.001 -0.011 -0.010
0.002 0.000 0.004
-0.004 0.003 0.002
0.010 -0.006 0.020
0.025 -0.003 -0.017
0.022 0.011 0.000
-0.017 0.010 -0.008
0.004 0.017 0.024
-0.008 0.002 -0.024
-0.019 0.000 -0.012
-0.019 0.014 -0.008
0.027 -0.003 -0.037
0.014 -0.007 -0.020
0.008 -0.016 0.007
0.022 -0.023 0.005
0.018 0.013 0.011
0.003 0.018 0.013
0.000 -0.007 0.016
0.104 -0.023 -0.060
-0.198 0.135 -0.140
0.056 -0.051 0.070
0.398 -0.061 0.141
-0.007 -0.029 -0.007
-0.002 0.021 0.035
-0.002 0.006 0.001
-0.011 0.015 0.001
-0.013 -0.021 0.012
0.002 -0.029 0.008
-0.051 0.099 0.016
0.033 -0.016 0.016
0.006 0.022 0.071
-0.050 -0.007 0.234
0.138 0.039 -0.180
-0.270 -0.176 0.024
-0.060 0.014 -0.125
0.020 0.047 0.115
0.240 0.027 -0.061
-0.010 -0.029 -0.010
0.009 -0.004 -0.002
0.005 -0.013 0.009
0.026 -0.100 0.112
-0.055 -0.076 0.033
0.070 0.000 -0.120
-0.019 0.087 0.011
-0.044 -0.014 -0.175
-0.071 -0.071 0.097
-0.030 -0.025 -0.013
-0.003 0.033 0.026
0.016 0.030 -0.037
-0.031 0.020 -0.005
-0.007 -0.030 0.016
-0.007 0.004 0.101
-0.033 -0.020 -0.020
0.002 0.002 -0.033
0.044 0.020 0.023
0.118 0.033 0.054
0.016 -0.041 -0.009
0.005 0.011 -0.030

The calculation puts the maximum force at 0.6 eV Å⁻¹. The calculation puts the LUMO energy at 1.836 eV. Its charge is -1. Its multiplicity is 1. As for the HOMO-LUMO gap: 0.208 Ha.

[2]
A structure of composition C35H58CoN3OP2 in a non-equilibrium geometry. Source: the OMol25 dataset; level of theory: ωB97M-V/def2-TZVPD.

Each line ends with the Mulliken spin population.
Geometry (Å):
C 2.332766 -1.186846 -1.891303  -0.018
C 1.548548 0.774215 -2.946601  0.097
C 3.224456 -1.423912 -2.937406  0.194
C 2.297019 0.465553 -4.112632  0.241
C 3.170520 -0.605064 -4.064098  -0.066
H 3.877288 -2.288945 -2.851104  0.000
H 2.256853 1.176948 -4.942840  -0.009
H 3.856248 -0.807596 -4.878836  0.002
N 1.522229 -0.132675 -1.900025  0.145
P 0.543632 -2.120833 0.047171  -0.084
P 0.292715 2.341838 -1.042752  -0.014
C 2.191194 -2.176690 -0.727974  0.003
H 2.404006 -3.187016 -1.088365  -0.010
H 2.965021 -1.966511 0.020719  0.003
C 0.947983 2.029224 -2.678606  0.452
H 0.624082 2.616848 -3.521752  -0.117
C -1.465050 3.279812 -0.767897  0.015
C 1.749735 3.583633 -0.795449  0.120
C -0.452899 -3.380610 -1.019871  0.041
C 0.832397 -2.934626 1.766625  0.032
C -2.541214 2.327295 -0.216937  0.062
H -2.247061 1.817705 0.710051  -0.025
H -3.446200 2.913961 0.011752  -0.001
H -2.809340 1.561822 -0.954869  -0.001
C -1.401115 4.486463 0.182466  0.014
H -1.074254 4.192121 1.190081  -0.003
H -0.771809 5.304039 -0.192955  0.001
H -2.425763 4.885875 0.283063  -0.001
C -1.889239 3.691807 -2.172860  0.007
H -2.853424 4.216529 -2.127883  -0.001
H -1.158982 4.324164 -2.691717  0.002
H -2.071120 2.797606 -2.775462  0.004
C 1.837518 4.208185 0.593228  0.017
H 2.003537 3.440617 1.354797  -0.003
H 2.712760 4.876431 0.581961  0.002
H 0.962064 4.802214 0.863750  0.000
C 3.070679 2.834167 -1.060114  0.019
H 3.152104 1.944063 -0.427385  0.004
H 3.149071 2.519551 -2.103117  -0.019
H 3.919485 3.506932 -0.881424  0.001
C 1.575956 4.676963 -1.866823  0.004
H 1.789896 4.267058 -2.863015  0.001
H 0.561386 5.106405 -1.892969  0.002
H 2.293635 5.497350 -1.689221  -0.001
C -0.528051 -3.364313 2.337583  0.010
H -0.369387 -3.746420 3.360277  0.000
H -1.232676 -2.521656 2.395048  0.000
H -0.981330 -4.176161 1.754728  0.002
C 1.476030 -1.925052 2.729534  0.018
H 2.412306 -1.507177 2.337726  -0.001
H 0.794923 -1.104506 2.994285  -0.004
H 1.724901 -2.449831 3.667664  -0.001
C 1.749656 -4.170321 1.720023  0.000
H 2.754684 -3.937648 1.347028  -0.001
H 1.848812 -4.541656 2.752911  0.000
H 1.336508 -4.993469 1.130720  0.001
C -0.133060 -3.097290 -2.491715  0.001
H 0.893451 -3.390288 -2.747932  -0.002
H -0.816996 -3.669021 -3.135318  0.001
H -0.264165 -2.038516 -2.729871  -0.007
C -1.960202 -3.211671 -0.754701  0.012
H -2.355549 -2.272278 -1.162230  -0.009
H -2.474713 -4.050674 -1.254101  0.000
H -2.200501 -3.283990 0.315728  0.000
C -0.119321 -4.856990 -0.761905  0.002
H 0.936176 -5.091106 -0.950720  0.000
H -0.416299 -5.192723 0.238477  0.003
H -0.717516 -5.445545 -1.476958  -0.002
Co 0.111199 0.121569 -0.480112  1.879
C 1.146612 0.610294 0.825774  -0.096
O 1.869181 0.959498 1.690582  -0.029
N -1.339971 -0.082857 -1.726980  0.065
C -2.154423 -0.277960 -2.603146  -0.035
C -2.484558 0.130243 -4.072111  -0.003
C -1.688908 1.232878 -4.811912  0.011
C -2.124073 -1.165824 -4.812339  -0.002
C -3.975160 0.499957 -4.019303  -0.001
H -1.849371 2.247365 -4.430231  0.004
H -0.616922 0.992879 -4.862874  0.003
H -2.031741 1.262658 -5.862723  0.000
H -2.464746 -2.074018 -4.284917  0.001
H -2.512361 -1.172264 -5.838390  0.000
H -1.022711 -1.223303 -4.889218  0.001
H -4.420504 0.718302 -5.005707  0.000
H -4.548320 -0.319512 -3.554055  0.000
H -4.122237 1.376899 -3.356688  0.001
N -1.950143 0.036209 2.003774  0.010
C -1.904700 0.089803 3.381576  0.001
C -0.843533 0.746768 4.043151  0.004
C -0.758670 0.687267 5.430700  0.001
C -1.719710 -0.007220 6.168620  0.000
C -2.816782 -0.594941 5.522135  0.000
C -2.926478 -0.530592 4.133378  0.001
H -2.652089 -0.547985 1.555486  0.005
H -1.096549 0.185842 1.451170  0.044
H -0.090765 1.268197 3.448067  0.001
H 0.071974 1.185302 5.932895  0.000
H -1.627980 -0.083793 7.248584  0.000
H -3.592677 -1.105144 6.091116  0.000
H -3.766383 -0.992584 3.600212  0.000

Cartesian forces, eV/Å:
-0.408 -0.363 0.191
0.435 -0.682 0.594
-0.241 -0.050 0.067
-0.178 0.716 0.508
0.265 -0.248 0.016
0.020 0.261 -0.256
0.125 -0.415 0.189
-0.182 0.056 -0.093
0.663 0.176 -0.611
-1.089 -1.676 0.275
-0.045 1.780 0.935
0.731 0.167 -0.624
0.081 0.067 0.001
-0.153 0.123 0.015
-2.181 -0.955 -1.376
0.342 0.266 -0.283
0.571 0.033 -0.963
-0.262 0.248 0.098
0.404 -0.185 0.512
-0.006 -0.108 -0.330
0.259 -0.261 -0.016
-0.087 0.274 -0.278
0.308 -0.096 -0.143
-0.008 0.294 0.323
0.121 0.032 -0.072
-0.050 0.113 -0.283
-0.139 -0.267 0.153
0.344 -0.167 -0.095
-0.480 0.200 -0.129
0.162 0.098 -0.024
-0.234 -0.072 0.103
0.129 0.190 0.205
0.100 0.057 0.152
-0.034 0.172 -0.021
-0.235 -0.139 0.164
0.270 -0.137 -0.055
-0.109 -0.011 -0.105
0.198 0.198 -0.026
0.090 0.041 0.163
-0.200 -0.133 0.190
0.131 0.285 -0.123
-0.024 0.279 0.243
0.471 -0.070 0.130
-0.257 -0.274 -0.011
-0.082 -0.010 0.166
-0.076 0.175 -0.291
0.184 -0.225 0.025
0.103 0.284 0.274
-0.066 0.100 0.102
-0.194 -0.065 0.080
0.202 -0.203 -0.141
-0.111 0.143 -0.305
-0.003 -0.150 0.042
-0.159 -0.029 0.104
0.083 0.127 -0.282
0.226 0.285 0.195
-0.058 0.174 -0.068
-0.248 0.025 0.006
0.144 0.036 0.152
0.117 -0.191 -0.046
-0.097 -0.039 -0.070
0.119 -0.354 0.288
0.044 0.328 0.110
0.030 0.123 -0.380
-0.223 -0.197 -0.314
-0.216 0.024 0.132
0.186 0.062 -0.368
0.229 0.060 0.142
-0.200 -0.301 -0.338
3.289 1.084 5.160
-1.952 -0.673 -2.901
-4.998 -1.673 -3.965
5.580 3.491 2.288
-0.953 -1.019 -0.038
0.294 0.232 0.362
0.013 -0.670 -0.309
-0.569 -0.158 0.217
0.171 -0.407 -0.072
-0.300 0.181 0.228
-0.126 -0.319 0.503
-0.016 0.388 -0.301
-0.053 0.066 0.252
-0.447 -0.077 0.079
0.400 -0.093 0.358
0.127 0.218 -0.287
0.123 -0.314 -0.463
0.002 0.048 -1.009
0.073 -0.172 0.817
-0.464 -0.353 -0.239
-0.167 -0.114 -0.068
-0.215 -0.037 -0.041
0.282 0.291 -0.278
0.490 0.072 -0.046
0.412 0.228 0.294
-0.644 -0.243 0.737
-0.167 -0.130 0.232
-0.237 -0.178 -0.088
-0.029 0.069 -0.178
0.225 0.126 -0.063
0.307 0.138 0.291

The calculation puts the maximum force at 7.0 eV Å⁻¹. The calculation puts the LUMO energy (alpha / beta) at -2.868 / -4.283 eV. Its charge is +1. Its multiplicity is 4. As for the HOMO-LUMO gap (alpha / beta): 0.220 / 0.201 Ha.